Formula: C20H51N6P2RhSb
Source: the OMol25 dataset
Level of theory: ωB97M-V with the def2-TZVPD basis set

The geometry in XYZ format:
```
81
Properties=species:S:1:pos:R:3:forces:R:3:lowdin_charge:R:1
Rh 0.233733 0.410896 0.356959 0.00 0.06 0.28 0.225
C 0.599282 -0.501378 4.176871 -0.36 -0.31 -0.16 -0.264
P 0.408881 0.713785 2.820947 0.70 0.43 0.10 0.768
C -0.837140 1.834128 3.521057 0.74 1.12 -0.84 -0.275
C 2.011567 1.680234 3.115378 -1.12 -0.13 -0.66 -0.405
C 3.175375 0.941875 2.482298 -0.11 -0.21 -0.17 -0.411
P 2.831432 0.620413 0.663102 -0.14 -0.23 0.59 0.800
C 3.528542 2.165541 -0.028900 0.50 -0.25 -0.44 -0.284
C 4.123108 -0.654680 0.363653 0.02 0.42 0.42 -0.268
H 1.077937 -0.093880 5.068616 -0.46 0.25 0.15 0.052
H 1.296768 -1.256506 3.837619 -0.04 -0.45 -0.16 0.008
H -0.390353 -0.967669 4.374780 0.81 0.25 0.12 0.039
H -0.471355 2.284930 4.448674 -0.24 0.11 -0.12 0.051
H -1.732443 1.286382 3.694231 -0.81 -0.44 0.23 0.018
H -1.059783 2.600374 2.730871 0.17 -0.48 0.89 0.039
H 2.086615 1.807210 4.189926 0.29 0.18 0.17 0.075
H 1.888720 2.653689 2.632489 -0.07 0.11 0.17 0.064
H 3.281600 -0.002790 3.013273 0.15 -0.33 -0.20 0.071
H 4.129725 1.467637 2.607516 -0.14 0.02 -0.11 0.090
H 4.615569 2.168783 0.147054 -0.23 0.07 -0.22 0.046
H 3.106165 3.005863 0.535582 -0.07 -0.12 -0.46 0.031
H 3.320565 2.220216 -1.128109 0.12 0.19 0.99 0.044
H 5.063027 -0.287269 0.796636 -0.11 -0.35 0.02 0.048
H 4.291627 -0.824118 -0.686297 -0.07 -0.07 -0.48 0.032
H 3.797703 -1.597109 0.824986 0.20 0.27 -0.04 0.031
C 0.398168 2.205233 -5.259122 -1.57 0.46 0.46 -0.051
N 0.858241 1.302524 -4.204387 0.10 0.40 -0.33 -0.151
C 0.781082 -0.073810 -4.660370 0.19 0.17 -0.29 -0.065
C 0.690726 1.536712 -2.852082 -0.26 -1.05 -0.04 -0.440
N 0.550810 0.603305 -1.989697 0.03 -0.24 -0.26 0.099
N 0.730715 2.859646 -2.492585 0.66 0.81 -0.63 0.138
C 0.606038 3.474868 -1.267010 -0.30 -0.16 1.73 -0.517
N 0.765611 4.846406 -1.386198 -0.40 0.35 -0.35 0.135
N 0.407996 2.873947 -0.136460 -0.15 0.75 -0.74 0.093
H 1.122196 2.306051 -6.041909 0.54 0.02 -0.34 0.083
H 0.091150 3.219077 -4.920265 0.41 -0.74 0.02 0.092
H -0.522536 1.765057 -5.697034 0.39 0.29 0.06 0.101
H 1.086049 -0.152680 -5.701703 0.15 0.29 0.00 0.100
H -0.233519 -0.453242 -4.626533 -0.40 -0.21 0.24 0.099
H 1.449363 -0.701174 -4.101498 0.27 -0.38 0.32 0.086
H 0.470556 -0.276786 -2.487482 -0.11 -0.06 0.38 0.020
H 1.233061 3.415007 -3.171706 -0.13 0.13 0.13 0.140
H 0.350317 5.224734 -2.234462 0.19 0.14 0.34 0.104
H 0.574726 5.420000 -0.560955 0.11 -0.53 -0.50 0.113
H 0.177565 3.599804 0.560405 0.26 -0.62 -0.24 0.067
C 1.587187 -3.923668 2.058599 1.08 0.00 -0.86 -0.183
C 1.215307 -3.733175 0.605953 -0.29 -1.13 -1.17 -0.465
Sb -0.327003 -2.334375 0.233595 0.34 0.73 0.23 1.389
C -1.824742 -3.295461 1.388613 0.60 0.78 0.58 -0.422
C -1.822454 -2.835269 2.866915 0.12 -0.70 -0.68 -0.177
C -1.019383 -2.940748 -1.686403 0.63 0.08 -0.78 -0.452
C -1.626601 -4.331043 -1.764345 -0.01 -0.46 -0.95 -0.193
H 2.595902 -4.403907 2.093259 -0.88 0.29 0.46 0.094
H 0.830438 -4.512244 2.516986 -0.36 -0.81 0.63 0.052
H 1.582108 -2.982218 2.579396 0.39 0.47 0.33 0.023
H 0.929415 -4.711255 0.149838 0.10 0.57 0.34 0.065
H 2.033329 -3.389383 -0.012652 0.48 0.17 0.01 0.026
H -1.621265 -4.348965 1.294983 -0.06 -0.49 0.07 0.050
H -2.754002 -3.074361 0.893015 -0.55 0.01 -0.01 0.028
H -0.864305 -3.044939 3.369380 -0.34 -0.03 -0.23 0.050
H -2.600735 -3.432317 3.339320 -0.05 0.36 0.52 0.072
H -2.002086 -1.762848 2.956211 -0.25 -0.08 0.01 0.045
H -0.151950 -2.832728 -2.413348 -1.02 -0.10 0.74 0.063
H -1.777882 -2.193628 -1.946711 0.21 0.02 -0.12 0.024
H -0.907410 -5.124283 -1.585552 0.30 -0.03 0.10 0.061
H -2.020440 -4.525137 -2.779970 0.10 0.12 0.38 0.079
H -2.443178 -4.517373 -1.079892 -0.24 0.26 0.25 0.054
C -3.149035 1.531552 -1.660939 0.68 -1.19 0.63 -0.033
C -3.093120 0.897301 -0.222743 -0.64 0.57 -0.38 -0.693
C -3.934707 -0.380439 -0.190898 -0.10 -1.01 -0.57 -0.059
C -3.693412 1.873756 0.843170 0.49 -0.84 -0.80 -0.036
N -1.737263 0.619351 0.100915 -0.26 0.03 0.04 0.020
H -4.143138 1.809671 -1.957661 -0.53 0.22 0.05 0.076
H -2.785419 0.779281 -2.370413 -0.07 0.05 0.05 0.070
H -2.470487 2.363719 -1.726751 0.17 0.56 0.06 0.055
H -4.999347 -0.174642 -0.265838 -0.12 0.32 -0.23 0.086
H -3.841102 -0.894628 0.756527 0.30 -0.10 0.37 0.064
H -3.705610 -1.130318 -0.990762 0.08 0.75 0.50 0.084
H -4.706398 2.148506 0.559592 -0.06 0.02 0.16 0.087
H -3.068539 2.735917 0.907967 0.34 0.86 -0.07 0.057
H -3.647889 1.399097 1.812519 -0.31 -0.21 0.30 0.068
```
Positions in Å, forces in eV/Å.

Properties
2S+1 = 5
Kohn-Sham gap (alpha / beta) = 6.454 / 8.506 eV
maximum force = 1.77 eV/A
net charge = +1
ΔE to the lowest compared entry with this formula, charge and spin = 0.173 eV